#i
A 2-piece molecular cluster, C2H3FS overall, computed with ωB97M-V/def2-TZVPD.

Geometry as XYZ:
```
7
Properties=species:S:1:pos:R:3:mulliken_charge:R:1
C -0.75089 -0.28224 0.47274 -0.496
C 0.56155 -0.09979 -0.17131 0.184
F 1.73876 0.05744 0.36881 -0.167
S -0.19112 -1.62127 -0.68108 -0.113
H -0.73782 -0.47906 1.45098 0.321
H -1.57943 0.21859 -0.02908 0.243
H 0.95895 2.20634 -1.41105 0.029
```

Results
Highest occupied orbital energy (spin up / spin down) = -9.824 / -8.459 eV
Orbital gap (spin up / spin down) = 9.50 / 8.17 eV

#ii
A 2-piece molecular cluster, C2H3FS overall, computed with ωB97M-V/def2-TZVPD.

Geometry as XYZ:
```
7
Properties=species:S:1:pos:R:3:mulliken_charge:R:1
C -0.31806 0.31280 0.69924 -0.368
C -1.11817 -0.45841 -0.22983 0.154
F -1.74050 -1.62068 0.02694 -0.215
S -1.79713 1.03794 -0.04748 -0.098
H -0.25015 0.25662 1.83292 0.267
H 0.68110 0.53724 0.32836 0.206
H 0.54815 -0.65551 -1.74148 0.054
```

Results
Highest occupied orbital energy (spin up / spin down) = -8.628 / -9.848 eV
Orbital gap (spin up / spin down) = 8.08 / 9.32 eV

#iii
C2H3FS in the gas phase, computed with ωB97M-V/def2-TZVPD.

Geometry as XYZ:
```
7
Properties=species:S:1:pos:R:3:mulliken_charge:R:1
C 0.85575 -0.12157 -1.43642 0.268
C 0.27295 0.14238 -0.16300 -0.832
F 0.33467 0.60491 -2.47809 -0.192
S 2.23894 -1.31117 -1.91732 -0.205
H 0.25706 1.08514 0.24697 0.356
H 0.61032 -0.57754 0.60305 0.286
H -0.73654 0.04214 -0.34419 0.319
```

Results
Highest occupied orbital energy = -9.063 eV
Orbital gap = 8.30 eV
SMILES = CC(F)=S

It turns out #iii is the most stable, with the second structure 340.7 kJ/mol higher.